Arrangement a

Computed, not measured: a cluster of 40 separate species, H80O40 in total, with ωB97M-V/def2-TZVPD.

CARTESIAN COORDINATES (ANGSTROEM)
H 0.058 4.694 3.626
H 1.106 4.994 4.675
O 0.271 5.179 4.484
H -1.344 2.657 3.416
H 0.088 2.290 2.831
O -0.582 2.841 3.003
H -2.402 -3.310 -3.644
H -3.365 -2.590 -4.680
O -2.913 -2.449 -3.842
H 1.958 -2.441 0.465
H 1.855 -3.942 0.969
O 1.572 -2.991 1.184
H 0.905 -1.036 2.313
H 0.906 -2.079 3.347
O 0.739 -1.066 3.327
H -1.507 0.636 2.755
O -1.306 -0.081 3.323
H 4.445 -0.909 -0.478
O 4.413 -1.836 -0.426
H 3.851 -4.715 -2.331
H 3.940 -3.694 -1.143
O 3.319 -4.256 -1.712
H -3.217 -2.689 5.632
H -1.799 -2.360 5.335
O -2.714 -2.049 5.214
H 1.694 0.572 4.849
H 2.880 0.877 3.864
O 2.266 1.290 4.468
H 3.862 4.030 3.075
H 4.057 2.567 2.597
O 4.117 3.465 2.361
H 4.052 -2.517 4.917
O 3.443 -3.129 4.450
H -3.587 -2.816 0.375
H -2.928 -1.603 1.055
O -3.669 -2.132 1.012
H -3.173 1.658 5.418
H -2.802 0.311 4.413
O -3.228 1.169 4.533
H -0.533 2.036 -6.585
H 0.638 2.185 -5.783
O 0.429 2.379 -6.654
H -3.684 2.880 0.372
H -4.558 1.781 1.045
O -3.648 2.334 1.082
H 1.104 1.476 0.248
H 0.976 0.541 1.319
O 1.628 1.127 0.964
H -1.957 0.288 1.312
H -2.523 0.651 -0.206
O -1.694 0.341 0.429
H -3.313 -1.549 -2.190
O -3.577 -0.761 -1.755
H -0.907 -6.073 0.399
H -0.557 -4.829 0.824
O -0.162 -5.517 0.370
H -0.148 -0.389 -6.390
O 0.585 -1.055 -6.146
H -0.313 3.157 0.895
H 1.102 3.530 0.034
O 0.129 3.472 0.062
H -0.336 -2.522 -0.076
H -1.173 -2.414 1.013
O -0.940 -3.092 0.419
H -0.499 2.472 -3.452
H -1.822 3.300 -3.345
O -1.239 2.925 -4.011
H 0.836 0.180 -1.157
H -0.628 0.239 -1.655
O 0.163 0.734 -1.541
H -5.452 -0.640 2.949
H -5.104 -0.445 1.366
O -5.682 -0.231 2.050
H -1.168 4.693 -1.003
H -1.628 6.191 -1.428
O -1.485 5.290 -1.736
H 1.066 4.654 -2.280
H 1.046 5.981 -3.264
O 1.567 5.380 -2.706
H 1.285 1.964 -2.558
H 1.139 0.759 -3.530
O 1.184 1.695 -3.445
H -0.922 -4.873 3.682
H -2.465 -5.137 3.442
O -1.787 -4.694 3.843
H -1.273 -0.966 -3.659
H -0.622 -0.924 -2.389
O -0.335 -1.052 -3.368
H -0.923 -3.859 -1.424
O -1.375 -3.894 -2.265
H 3.112 -0.474 3.013
H 2.922 -0.754 1.622
O 3.419 -1.108 2.340
H -4.221 -0.832 -1.093
H -2.162 -0.434 3.573
H 0.246 -1.717 -5.665
H 5.045 -2.399 -0.202
H 3.432 -2.961 3.464
H -0.829 -3.298 -2.787
O -2.690 0.649 -4.567
H -2.351 1.488 -4.291
H -2.615 0.465 -5.554
O 1.862 -1.095 -0.333
H 2.360 -1.351 -1.196
H 2.270 -0.192 0.037
O 2.700 -1.705 -2.688
H 2.861 -2.621 -2.355
H 1.896 -1.754 -3.117
O -3.905 -4.552 -1.653
H -4.154 -4.217 -2.538
H -3.468 -3.855 -1.211
O 2.127 4.255 1.711
H 3.097 4.151 1.495
H 1.762 4.486 0.948
O 3.698 4.098 -0.599
H 4.058 4.671 -1.204
H 3.996 3.996 0.283
O 3.055 1.331 -1.381
H 3.411 1.418 -2.234
H 3.360 2.050 -0.968

Summary:
- HOMO (eV) = -10.568
- spin multiplicity = 1
- E_LUMO (eV) = -0.4
- total charge = 0

***

Arrangement b

Computed, not measured: a cluster of 40 separate species, H80O40 in total, with ωB97M-V/def2-TZVPD.

CARTESIAN COORDINATES (ANGSTROEM)
H 4.666 -2.729 0.444
H 3.203 -3.372 0.160
O 4.154 -3.500 0.156
H 0.349 4.752 3.475
H 0.231 3.581 2.553
O 0.898 4.244 2.828
H -1.980 1.729 -4.113
H -1.277 2.732 -4.847
O -1.483 1.763 -4.942
H -4.693 2.100 -0.835
H -3.709 0.944 -1.244
O -3.841 1.705 -0.630
H 3.310 -0.918 2.131
H 2.165 -1.397 1.266
O 2.360 -0.790 1.993
H -4.530 0.522 3.668
O -3.785 0.659 4.264
H 1.820 -2.016 4.319
O 0.848 -2.259 4.538
H 0.252 -3.442 2.289
H -0.012 -4.895 2.738
O 0.688 -4.340 2.398
H 2.868 3.771 1.952
H 4.288 4.193 2.755
O 3.764 3.586 2.248
H -1.559 0.482 -1.695
H -2.220 1.841 -1.771
O -1.866 1.165 -2.369
H -3.602 3.903 -0.656
H -4.562 4.979 -0.623
O -4.419 4.154 -1.102
H -1.909 4.337 -2.428
O -1.592 5.020 -3.033
H -3.098 -2.044 -5.660
H -4.176 -2.286 -4.663
O -3.325 -1.858 -4.725
H 4.288 0.726 -0.715
H 4.223 -0.302 -1.759
O 3.868 -0.128 -0.867
H -3.821 -0.660 -2.862
H -4.474 -1.007 -1.472
O -4.346 -0.295 -2.153
H 4.558 2.979 -0.253
H 4.020 3.582 -1.608
O 4.481 2.832 -1.218
H -0.985 1.933 2.230
H -1.979 2.480 1.375
O -1.479 2.755 2.168
H 0.257 4.319 -4.289
H 0.078 3.116 -3.289
O 0.330 3.376 -4.186
H -1.089 -3.716 0.169
O -0.195 -3.390 -0.017
H 0.549 1.899 1.711
H 1.142 0.498 1.841
O 0.299 0.971 1.674
H 2.543 -1.338 -1.108
O 1.970 -1.727 -1.782
H -3.622 -1.469 2.730
H -5.166 -1.563 3.254
O -4.546 -1.205 2.629
H 1.908 2.422 -0.666
H 1.130 3.762 -0.895
O 1.973 3.319 -1.040
H -3.427 -1.645 5.234
H -3.165 -2.786 4.366
O -3.518 -2.624 5.231
H 2.515 -3.593 3.275
H 3.986 -3.608 2.626
O 3.360 -3.158 3.178
H -1.269 4.531 -0.301
H -1.354 2.754 -0.421
O -1.648 3.647 -0.220
H 1.626 -0.408 -4.665
H 1.917 0.398 -3.278
O 2.225 -0.302 -3.883
H 0.608 6.484 0.900
H 0.859 5.122 1.550
O 0.408 5.565 0.755
H -0.545 -1.557 3.880
H -1.579 -2.727 4.249
O -1.502 -1.718 4.141
H -0.262 -0.163 -5.226
H -0.444 -1.524 -4.837
O 0.211 -1.028 -5.321
H 0.470 -1.408 -1.736
H -0.862 -1.344 -2.801
O -0.526 -1.200 -1.897
H 1.481 -5.117 -0.879
O 2.000 -5.131 -0.063
H 5.336 -0.095 1.422
H 4.670 -1.063 0.295
O 4.978 -0.985 1.238
H -0.219 -2.557 -0.472
H -3.173 0.814 3.536
H 2.134 -1.363 -2.718
H 0.585 -2.066 5.492
H -1.589 4.585 -3.882
H 2.502 -5.940 -0.249
O -5.208 -2.787 -0.020
H -5.230 -2.200 0.780
H -4.809 -3.370 0.645
O -0.649 -1.122 0.897
H -0.768 -0.338 1.488
H -0.522 -0.895 -0.031
O 4.691 -3.319 -3.569
H 4.824 -3.724 -2.690
H 4.099 -2.625 -3.218
O -2.917 -4.853 0.265
H -2.405 -4.646 -0.520
H -3.345 -5.631 -0.168
O 0.064 -6.702 0.987
H -0.691 -6.232 0.614
H 0.439 -5.935 1.423
O 5.462 1.494 1.947
H 6.002 1.559 2.746
H 4.666 2.001 2.159
O -1.611 6.981 -0.840
H -1.141 6.483 -0.181
H -1.881 6.585 -1.670

Summary:
- HOMO (eV) = -10.130
- spin multiplicity = 1
- E_LUMO (eV) = -0.6
- total charge = 0

***

Relative energies, in eV, with the most stable structure set to zero: arrangement a 5.810; arrangement b 0.000.